A molecular structure, C48H127F6N12O16S2Ti, computed with ωB97M-V/def2-TZVPD.

LUMO (spin up / spin down) ... -0.16 / -0.20 eV
Orbital gap (spin up / spin down) ... 4.69 / 8.33 eV
Energy relative to the best compared isomer or geometry (same formula, charge and spin) ... 13.39 kcal per mole
<S²> ... 3.753
Total energy ... -163555.50376 eV
Multiplicity ... 4

```
212
Properties=species:S:1:pos:R:3:forces:R:3
O 1.642 0.019 -2.438 -0.8 0.9 0.4
H -0.909 -2.988 0.775 0.2 0.4 -0.1
H 7.081 -0.722 -1.486 -0.2 -0.4 -0.2
H 4.987 -3.844 0.719 0.1 0.1 0.3
H -0.871 -2.606 5.709 -0.7 -1.0 -0.4
H -1.978 1.996 0.135 -0.2 -0.3 -0.2
H -0.939 5.372 -4.752 -0.4 0.2 0.3
C -5.542 3.384 -1.952 1.4 0.0 1.3
H -8.488 0.078 -0.393 -0.3 0.5 -0.3
C -4.185 -2.905 1.320 1.0 -0.8 -0.6
C 7.100 -1.649 1.885 0.0 -0.2 -0.2
H 0.970 5.169 -3.040 -0.1 0.3 0.2
C -2.909 -1.781 5.188 -1.6 0.8 1.4
H -2.595 -6.408 1.753 -0.2 0.2 -0.2
O -0.710 -0.669 5.637 -0.7 0.3 0.1
C -2.858 -6.511 2.806 1.4 0.2 -1.2
H 1.574 0.166 -7.717 0.3 0.6 0.7
F -0.945 -1.751 -2.476 -0.1 1.3 1.1
H 0.349 -4.059 0.080 -0.2 -0.3 0.2
C -3.019 3.078 5.651 -0.2 -1.0 -0.4
H 0.748 -3.912 -3.730 -0.2 0.3 0.1
H 2.459 5.855 0.335 -0.1 -0.2 0.3
H 3.718 -3.157 2.455 0.2 0.0 -0.3
H 3.155 -0.607 4.282 -0.3 0.3 0.2
H -3.658 -1.799 -8.259 0.6 -0.1 -0.6
H -4.665 -2.754 5.027 -0.2 -0.1 0.0
H 6.152 -5.513 -0.291 0.0 -0.5 0.6
H -3.629 3.579 -0.925 0.2 -0.2 0.2
C 4.760 -1.286 -3.831 -0.8 0.0 -1.0
H -0.606 4.054 -5.764 0.0 -0.3 -0.2
C -0.443 3.585 -3.698 2.1 -0.6 1.1
O -0.865 -4.831 1.629 1.3 -0.8 -0.6
H 6.928 0.377 -0.206 0.3 -0.1 0.6
H 4.786 -1.521 -2.767 -0.3 -0.3 -0.1
N -2.122 -5.613 4.936 1.9 0.1 -0.1
H 2.248 -2.584 3.027 0.0 1.0 0.8
H -4.210 0.772 2.629 0.0 -0.2 0.2
C -2.660 2.138 2.056 -0.2 1.0 -0.9
F -1.595 -0.853 -0.533 0.2 -0.4 -0.5
H -2.706 -1.765 4.117 0.2 0.4 -0.2
H -5.657 4.329 -2.482 0.8 -0.1 -0.5
H -2.627 4.067 5.890 0.4 0.1 -0.6
H -1.289 4.696 -2.372 -0.1 0.6 0.6
H -0.773 7.828 1.106 -0.1 0.1 -0.5
H 0.589 -0.274 -4.954 0.3 0.3 -0.4
H -3.364 2.801 1.553 -0.7 0.1 0.8
O 7.136 -0.387 2.548 0.1 0.2 -1.4
H 5.705 -0.817 -0.332 0.0 -0.4 -0.1
H 3.379 2.989 -1.407 -0.3 0.0 0.2
F 3.217 1.948 2.866 0.3 -0.5 0.5
F 2.406 3.139 1.323 -0.4 0.5 -0.5
C 3.159 -3.064 3.385 0.7 0.0 -1.9
O 1.485 -1.691 -0.788 -1.3 1.5 0.6
H -2.595 -6.317 5.485 -0.2 -0.5 -0.5
H -1.190 4.942 0.273 -0.3 0.2 0.2
C 8.359 0.336 2.565 -0.5 -0.2 0.3
C -5.759 -1.302 0.682 -0.2 -0.9 0.0
H -0.267 -4.223 3.600 1.0 -0.6 -0.1
H -4.144 -0.635 6.663 -0.1 -0.4 -0.1
H -0.287 2.529 -3.921 -0.2 -0.2 0.0
C 5.237 1.085 5.163 -0.5 0.0 -0.1
H -4.794 1.353 -2.199 -0.3 -0.3 0.1
C 5.094 -0.462 5.279 0.1 1.2 0.3
H -0.434 6.000 -0.749 -0.2 0.1 -0.2
C -0.579 6.966 1.744 1.0 -0.1 0.0
C -1.617 -5.994 3.594 -2.1 0.3 -0.4
H 4.053 -0.483 -4.038 0.2 0.6 0.7
H -2.247 3.550 -2.778 -0.4 -0.9 0.0
H -6.968 -1.013 -2.114 0.4 0.0 -0.1
N -7.536 0.133 -0.060 -0.3 1.6 -0.1
C 0.381 5.942 1.072 0.7 1.7 0.7
H 4.089 -2.406 -6.901 0.1 -0.3 0.1
H 8.583 0.871 1.642 -0.3 0.1 -0.2
H -0.780 -6.690 3.541 -0.2 -0.5 0.4
H -3.362 -3.741 5.085 -0.1 -0.6 0.1
H -5.704 -0.798 1.647 -0.5 0.1 0.4
H -2.646 -0.038 2.569 0.1 0.1 0.0
N -0.298 5.313 -0.020 0.3 -1.1 -0.9
H -1.804 -3.902 3.105 -0.8 0.1 0.4
C -3.354 1.508 -4.471 0.0 1.2 0.9
N -1.590 2.178 1.050 1.2 0.0 0.7
C -1.057 -4.690 3.011 -1.8 0.8 -0.7
H 9.215 -0.305 2.778 0.1 -0.1 0.2
H -3.466 -2.363 0.706 0.2 0.6 0.3
H 0.156 -1.643 4.029 -0.3 -0.2 -0.4
C -0.162 -3.752 0.993 -0.5 -0.3 1.1
H -0.196 1.159 -5.821 0.6 0.2 0.1
N 6.416 -1.049 5.165 -0.1 -0.6 -0.5
N 1.137 -0.740 -7.632 0.2 1.0 -0.7
C 0.895 -4.100 -4.793 0.9 -0.7 0.2
H -3.159 7.712 1.750 0.2 0.3 0.0
H -3.643 6.292 2.656 0.1 -0.3 -0.2
H -4.137 1.021 -5.051 -0.3 0.4 0.0
F 1.079 2.262 2.813 -0.1 0.2 0.1
C 6.781 -0.678 -0.439 0.2 0.2 0.0
C -3.268 0.715 2.085 -0.4 0.9 0.8
H -2.506 7.346 3.433 -0.4 0.8 0.1
H -3.231 0.395 5.598 0.6 -0.2 0.2
S 1.005 -0.370 -1.203 0.1 -1.3 -2.3
H 0.652 -5.155 -4.921 0.3 -0.1 -0.2
C 2.765 -2.728 -4.459 -0.1 -0.6 1.4
H 4.861 -3.203 -4.859 -0.2 -0.2 0.0
H -4.901 2.727 0.005 0.1 0.0 0.1
H 4.813 -3.434 -0.942 0.2 -0.3 -0.4
C 4.193 -2.343 -4.826 0.2 -0.3 0.3
F -1.448 0.388 -2.281 0.4 -0.5 0.0
C 1.023 4.142 -3.401 -1.0 -0.3 -0.9
C -0.897 -0.665 -1.658 1.0 0.2 0.3
Ti 0.274 3.058 -0.753 -0.5 0.1 0.7
H 8.180 1.037 3.381 0.5 0.2 -0.1
H -5.859 2.022 -3.514 0.1 -0.5 -0.3
H -1.606 3.695 3.311 -0.5 0.5 -0.3
H 7.683 -2.831 -1.146 -0.6 -0.1 -0.5
H -4.591 -0.558 -7.644 0.0 0.5 0.1
H -1.230 -0.857 -8.827 -0.4 0.0 -0.3
C 4.148 -1.052 4.225 -0.7 1.2 -0.3
H -3.838 -3.926 1.159 -0.7 -0.4 -0.2
H 5.436 1.461 4.159 0.0 -0.5 -0.4
O 2.284 -3.892 -5.121 -0.9 0.4 -0.3
C 4.524 -4.186 -0.207 0.7 -0.5 0.2
H 4.556 -6.341 0.186 0.4 0.3 0.5
C -7.235 -1.820 -1.432 0.3 0.8 1.5
H 1.574 7.127 -0.379 -0.5 0.1 -0.1
C -0.152 0.080 -5.672 -1.4 -0.3 -0.6
H 7.672 -2.343 2.501 0.3 -0.3 -0.1
H 5.002 -6.040 -1.431 -0.4 0.5 -0.4
C -7.129 -1.231 0.035 0.1 -0.8 -1.1
O 3.144 -4.234 -0.059 -1.4 -0.4 0.0
C -0.186 -0.619 -7.035 -0.6 -1.3 0.5
H -1.069 0.840 -8.327 -0.4 0.4 -0.2
N -6.846 3.120 -1.479 -2.1 -0.6 0.5
H 3.109 4.717 -1.688 -0.5 0.2 0.0
H -4.586 -0.250 4.960 -0.4 -0.8 -0.1
H -7.626 0.486 0.882 0.0 0.3 0.3
H 2.111 7.327 1.251 -0.1 -0.2 0.2
H -2.813 0.731 -3.931 -0.1 0.2 0.1
S 1.945 0.498 0.945 3.0 -1.0 3.8
H -0.909 -0.228 3.587 0.1 -0.2 -0.1
H -0.226 7.377 2.690 0.6 0.0 0.2
C -3.785 -0.543 5.638 1.4 0.6 -0.7
H 8.427 -3.484 -0.009 0.1 -0.2 0.9
H 4.344 1.633 5.463 -0.2 -0.2 0.2
C -2.184 2.776 3.409 0.5 -2.5 -0.6
C -1.078 4.293 -4.811 0.1 0.7 -1.9
O -3.831 2.582 -3.562 -0.6 -1.4 -0.6
O 4.025 -2.434 4.328 -0.8 -1.5 0.8
H 2.825 -4.091 3.532 0.6 -0.1 1.3
C -1.313 -0.167 -7.987 0.3 0.4 0.6
H 0.722 -0.040 4.259 -0.2 0.2 0.3
H -4.011 -2.786 2.390 -0.3 0.7 0.2
H 3.190 -1.317 -6.164 -0.1 0.4 -0.5
N 4.113 -1.728 -6.153 0.4 0.3 -0.1
H 8.634 -1.355 0.500 0.3 0.5 -0.3
H -3.071 -7.578 2.873 0.0 0.0 0.7
H -7.453 2.742 -2.192 -0.2 0.2 -0.4
H 6.125 -1.961 4.844 0.7 -1.2 0.5
C 5.076 -5.610 -0.432 0.2 0.7 -0.8
C 3.030 3.724 -2.132 0.4 -0.6 0.5
H -2.658 2.032 -5.127 -0.1 -0.3 -0.2
H -2.132 4.026 -4.889 0.0 0.3 0.0
H -1.674 -1.908 7.048 -0.3 0.6 0.0
H 4.775 -0.728 6.287 -0.6 0.2 0.0
O -1.711 6.237 2.007 -1.2 -1.4 -0.7
H -1.504 2.047 3.850 0.8 -0.2 -0.1
O -5.485 -2.673 0.842 0.3 -0.5 0.4
H 1.622 4.153 -4.312 -0.2 0.1 -0.4
N 0.915 1.019 -0.075 -1.1 -1.6 -3.0
H 6.753 -0.716 4.273 0.5 0.5 0.0
H -3.681 -0.164 -9.116 -0.1 -0.3 -0.2
O 3.278 0.240 0.410 -1.1 0.7 0.5
H 1.056 -0.910 -8.624 -0.2 -0.9 -0.4
C 7.595 -1.672 0.411 0.0 2.0 1.6
C -5.030 2.209 -2.831 0.8 1.6 -0.1
H -7.894 -1.688 0.664 0.5 -1.0 0.2
N -3.791 -2.928 5.503 1.0 0.2 -0.1
H -6.585 -2.684 -1.566 -0.4 -0.1 -0.1
C -3.652 -0.712 -8.174 -0.4 0.2 0.6
H -4.959 -0.820 0.120 -0.1 0.1 -0.7
C -4.682 3.575 -0.644 0.0 0.1 -1.6
C -2.807 6.962 2.458 -0.3 -0.2 0.9
N -1.287 3.694 -2.500 1.1 0.6 0.5
H 0.572 -3.402 1.719 0.2 0.5 -0.3
H -3.509 0.375 1.078 0.2 0.2 -0.1
H 2.134 -1.854 -4.622 -0.2 0.2 -0.5
H -8.293 -1.991 -1.631 0.1 -0.6 0.0
H -4.867 4.519 -0.131 -0.3 -0.1 0.0
C -1.578 -1.817 5.966 1.5 0.7 -1.3
O 1.386 -0.550 1.785 0.4 1.1 -0.1
H -2.396 2.273 6.041 0.5 0.3 0.3
H 5.754 -0.942 -4.116 -0.1 -0.2 -0.3
H 4.522 -0.772 3.240 0.3 0.1 -0.4
H 0.180 -3.543 -5.400 0.2 0.5 -0.1
H -3.960 3.008 6.197 -0.2 -0.1 -0.4
H -1.035 1.372 1.297 0.7 -0.2 -0.5
C -0.186 -0.641 4.290 -0.2 -0.5 1.3
H 0.594 5.204 1.846 0.1 -0.2 -0.1
H -6.885 2.400 -0.771 0.3 -0.2 0.2
H -3.749 -5.909 2.986 0.1 0.0 0.3
O 1.695 3.325 -2.486 0.6 -0.1 0.6
H 6.062 -1.976 1.945 -0.1 0.0 -0.1
H -0.496 -1.659 -6.932 0.1 -0.3 0.9
C 2.173 2.065 2.092 -0.3 -1.1 -1.4
H 6.058 1.502 5.746 0.1 -0.5 0.4
H 2.722 -3.396 -0.263 0.1 0.3 0.0
C 1.690 6.593 0.563 -0.1 -0.2 0.1
H 2.600 -2.901 -3.396 0.5 -0.1 0.5
H -1.224 -5.523 5.388 0.0 0.6 1.2
N 7.563 -2.981 -0.155 0.0 -1.1 -1.0
O -2.610 -0.221 -7.352 1.1 -0.1 -0.2
H 3.813 3.666 -2.888 -0.6 0.0 -0.9
O -3.264 2.757 4.271 -1.7 1.6 1.0
H -1.119 -0.136 -5.219 -0.1 -0.1 0.2
```
Forces are in eV/Å.